No. 1
Below is a 8-piece molecular cluster, C34H59Cl2F2N10O10P overall at a distorted geometry, with properties calculated with ωB97M-V/def2-TZVPD.

Last column: Mulliken charge in e.
CARTESIAN COORDINATES (ANGSTROEM)
Cl  1.73224  -2.74795  -1.99786  -0.30
Cl  -1.23398  4.61095  -3.22651  -0.21
P  0.59284  -1.08927  -2.59781  0.38
F  4.38389  -1.44116  1.51203  -0.24
F  1.10440  1.43295  2.64973  -0.09
O  1.09406  -0.88354  -4.15303  -0.47
O  2.42993  -1.50360  2.47787  -0.42
O  -4.24431  4.11319  0.55828  -0.63
O  -4.88157  -2.92907  -5.12655  -0.58
O  5.91560  -5.63941  6.36056  -0.64
O  -5.88911  -0.75046  2.50242  -0.63
O  -0.41909  6.03263  0.29069  -0.62
O  7.19843  -1.80821  6.51931  -0.57
O  -1.39200  -4.40690  -3.88192  -0.66
O  2.82615  1.07993  3.93575  -0.53
N  4.61398  -4.24476  5.12075  0.13
N  -7.00862  0.55977  1.01804  0.10
N  -2.18865  7.44327  0.09616  0.16
N  0.22897  -5.42910  -5.10652  0.09
N  8.50894  -0.25645  5.50571  0.11
N  1.91478  3.91116  -1.56977  -0.34
N  3.07273  0.53201  1.74619  0.24
N  -2.92857  2.75123  1.81985  0.52
N  3.12815  3.11149  0.91060  -0.57
N  -5.09631  -5.16427  -5.49424  0.17
C  1.35313  1.61123  -1.98454  -0.32
C  3.08394  4.35069  0.49741  -0.37
C  -3.26225  3.45133  3.04946  -0.96
C  3.66825  -5.29738  4.79781  -0.96
C  2.47882  0.85647  0.46647  -0.42
C  -3.47296  3.17254  0.66851  0.05
C  -0.81270  1.87429  -3.28029  -0.40
C  5.67902  -4.53579  5.89783  0.16
C  2.46781  4.73846  -0.72236  -0.43
C  -1.51810  6.41987  0.65113  0.50
C  -1.57975  8.15979  -1.01078  -0.83
C  -0.53747  -6.65718  -5.22301  -0.88
C  -7.93882  -0.50105  0.67239  -0.97
C  -2.01835  1.61904  1.87776  -1.36
C  0.70941  2.05286  -3.29117  -1.63
C  -3.49830  7.84528  0.56921  -0.92
C  2.52426  2.22204  0.06943  0.41
C  4.39352  -2.90952  4.60248  -0.64
C  1.33593  0.28070  -1.60580  1.24
C  -5.60973  -6.22239  -6.33798  -0.90
C  9.43751  0.84899  5.63558  -0.93
C  8.13286  -0.71414  4.17851  -0.82
C  -6.04952  0.30961  1.92963  0.33
C  -0.30277  -4.39680  -4.42236  0.56
C  -5.28159  -3.86267  -5.79202  0.09
C  -1.51039  2.99428  -2.51283  -0.37
C  2.35241  1.03547  2.85969  0.48
C  -7.13268  1.85522  0.37720  -0.80
C  3.27850  -0.86641  1.92923  0.28
C  1.94942  2.61255  -1.14498  0.17
C  1.53667  -5.34842  -5.72520  -0.92
C  -4.35793  -5.51733  -4.28672  -0.68
C  1.90082  -0.07857  -0.33512  -0.01
C  7.97985  -0.87709  6.57567  0.12
H  8.32368  -0.45911  7.53580  0.22
H  4.18025  -6.10655  4.27450  0.31
H  -0.74763  -7.05667  -4.22973  0.29
H  9.02504  1.73648  5.15143  0.34
H  3.53418  5.11649  1.12302  0.46
H  -8.47787  -0.82395  1.56393  0.29
H  4.37599  -2.93955  3.51340  0.35
H  -2.43752  0.84744  2.52633  0.37
H  3.23888  -5.70284  5.71514  0.31
H  -1.48831  -6.45263  -5.71800  0.22
H  -3.46560  8.88307  0.90950  0.37
H  -5.85230  -3.71253  -6.72607  0.25
H  -2.74506  2.99185  3.88751  0.44
H  7.05313  -0.62415  4.04993  0.19
H  6.32898  -3.66980  6.07994  0.33
H  -3.35298  -5.09845  -4.33231  0.12
H  -4.30033  -6.60004  -4.19230  0.36
H  -8.11542  2.27896  0.59493  0.34
H  -3.81208  7.20930  1.39431  0.26
H  -4.33957  3.40956  3.21752  0.29
H  -2.96853  4.49855  2.96884  0.15
H  -1.06139  1.94469  2.27830  0.64
H  10.38648  0.59202  5.16059  0.33
H  -0.62842  8.58954  -0.69331  0.28
H  -6.13435  -5.80362  -7.19492  0.30
H  0.35296  -3.51387  -4.39384  -0.16
H  0.89784  3.11210  -3.47249  0.55
H  8.40612  -1.76344  4.05911  0.29
H  -1.16503  0.92990  -2.85014  0.37
H  2.87464  -4.90077  4.16829  0.33
H  -1.21376  3.03899  -1.46268  -0.11
H  1.15907  1.54305  -4.14323  0.35
H  5.19101  -2.24709  4.93606  0.02
H  -7.02053  1.73844  -0.70271  0.32
H  -6.30279  -6.84651  -5.76910  0.33
H  2.00442  -0.54687  -4.13109  0.38
H  8.63976  -0.11752  3.42430  0.37
H  -2.58451  2.80595  -2.56595  0.52
H  -1.86543  1.20146  0.88399  0.34
H  -3.15822  2.57541  -0.20351  0.23
H  -1.18791  1.90087  -4.30890  0.42
H  -4.78529  -6.84341  -6.69678  0.30
H  9.61691  1.07074  6.68544  0.29
H  3.43591  -2.52641  4.96219  0.33
H  0.02242  -7.38983  -5.79914  0.38
H  -6.36351  2.53310  0.74282  0.20
H  -7.39152  -1.35668  0.27523  0.31
H  1.83844  -1.12449  -0.05394  0.53
H  2.19258  -6.11428  -5.30562  0.35
H  -5.39763  1.18184  2.11791  0.08
H  -2.24331  8.95267  -1.34735  0.39
H  1.44723  -5.50676  -6.80218  0.35
H  -4.86609  -5.09991  -3.41635  0.31
H  -2.06605  5.94339  1.47666  -0.11
H  -8.64595  -0.14354  -0.07195  0.39
H  -4.22545  7.75756  -0.24036  0.34
H  2.45154  5.79706  -0.97201  0.43
H  1.97781  -4.36963  -5.54733  0.26
H  -1.38665  7.46998  -1.83354  0.17

Output
- LUMO energy: -0.96 eV
- HOMO energy: -8.5 eV
- Energy relative to the best compared isomer or geometry (same formula, charge and spin): 13.2 kcal per mole
- Net charge: 0
- Kohn-Sham gap: 7.50 eV

No. 2
Below is C34H59ClN2NiO2Si as an isolated structure at a distorted geometry, with properties calculated with ωB97M-V/def2-TZVPD.

Last column: Mulliken spin population.
CARTESIAN COORDINATES (ANGSTROEM)
Ni  0.19443  -0.35711  2.38391  1.67
Cl  -1.70652  -1.96299  1.78941  0.07
Si  0.30239  2.61566  -2.98083  0.00
O  1.23941  -2.86652  0.13892  0.02
O  -2.23137  -2.19363  -5.02365  0.00
N  1.56151  0.94500  2.30054  -0.04
N  -1.15362  1.24914  2.04679  0.15
C  -4.73839  0.28843  1.60182  0.00
C  2.02120  -0.31345  4.77402  0.04
C  2.81026  2.93458  2.97831  0.01
C  2.77120  0.20562  2.42155  0.06
C  4.78483  -0.72529  1.50281  -0.01
C  -0.30770  -2.14704  2.81347  0.06
C  -3.04191  -1.73773  -3.95526  0.00
C  3.68574  1.08457  0.18803  0.01
C  4.88031  -1.56857  2.61183  0.02
C  -2.88846  0.74951  3.66894  0.01
C  2.97192  -0.50234  3.62384  -0.08
C  0.18246  -3.65391  -0.46128  0.00
C  -4.17677  0.29802  3.95479  0.00
C  -0.86684  2.55969  2.10084  -0.01
C  -3.45692  0.73464  1.28099  -0.01
C  3.99798  -1.43693  3.68327  0.00
C  -1.34595  -1.19321  -5.49680  0.00
C  -3.13862  1.00121  -0.15745  -0.01
C  0.41635  3.02793  2.32678  0.03
C  -5.09481  0.05066  2.93122  0.01
C  -1.50145  2.86766  -3.45560  0.00
C  3.74712  0.20197  1.39982  -0.01
C  2.39215  -2.65560  -0.71023  0.00
C  1.55837  2.25999  2.50924  0.04
C  1.68237  2.30896  -4.16926  0.00
C  -3.77882  -2.91279  -3.33264  0.00
C  3.44953  -3.68903  -0.40567  0.00
C  0.79987  3.69563  -1.52988  0.00
C  -1.96338  3.59335  2.03158  0.00
C  -1.92573  1.07819  4.77408  0.00
C  -0.09165  1.16473  -1.87473  0.00
C  -2.50492  0.91808  2.31923  -0.01
C  0.24252  -4.03137  -1.93066  0.00
C  -0.65181  -1.67824  -6.75878  0.00
H  -2.03518  3.29929  -2.59664  0.00
H  0.16241  -4.57381  0.14514  0.00
H  -1.63984  3.54290  -4.29413  0.00
H  -1.91992  -0.27762  -5.71264  0.00
H  0.53936  4.09244  2.43004  0.00
H  1.20585  -4.43463  -2.26472  0.00
H  2.71494  -1.63045  -0.45761  0.00
H  -0.78314  0.43063  -2.27316  0.00
H  -2.01647  1.92696  -3.69847  0.00
H  2.13672  -2.66837  -1.78697  0.00
H  -0.08513  3.94043  -0.92639  0.00
H  3.84321  -3.52381  0.59638  0.00
H  3.18364  0.58562  -0.65443  0.00
H  -4.19895  -3.56187  -4.11161  0.00
H  -1.85179  2.16494  4.94716  0.00
H  1.15297  -0.99004  4.69334  0.00
H  -4.58400  -2.52867  -2.69833  0.00
H  3.13370  2.57608  3.97031  0.00
H  5.51936  -0.78960  0.69466  0.00
H  4.08883  -2.06644  4.57471  0.00
H  1.26881  4.61509  -1.83877  0.00
H  1.98199  3.25494  -4.62510  0.00
H  -2.51408  3.62801  2.99440  0.00
H  4.23677  -3.58274  -1.16745  0.00
H  0.80006  0.65455  -1.48527  0.00
H  2.53135  -0.52266  5.71869  0.00
H  -3.74595  0.36271  -0.81815  0.00
H  2.55700  1.89893  -3.65031  0.00
H  -3.34590  2.04620  -0.44699  0.00
H  4.70876  1.30994  -0.14741  0.00
H  -2.47850  -1.22410  -3.16452  0.00
H  -3.12094  -3.51534  -2.68761  0.00
H  -4.45382  0.13829  5.00013  0.00
H  2.60767  4.00189  3.07731  0.00
H  -0.03482  -0.86880  -7.15933  0.00
H  3.03223  -4.70911  -0.51573  0.00
H  -1.39446  -1.96097  -7.51292  0.00
H  0.00210  -2.53508  -6.56062  0.00
H  0.36895  -2.89836  2.41221  -0.01
H  -0.72811  -3.06469  -0.23718  0.00
H  -0.67094  -2.34146  3.82876  0.00
H  -2.09366  0.77834  -0.37150  0.00
H  3.17867  2.03749  0.36080  0.00
H  -6.09552  -0.31184  3.16276  0.00
H  1.43793  1.61108  -4.97062  0.00
H  1.63587  0.71512  4.83022  -0.01
H  -0.48098  -4.84078  -2.06845  0.00
H  -1.50892  4.58066  1.87387  0.00
H  -0.57677  -0.94865  -4.74383  0.00
H  -5.45904  0.12492  0.79834  0.00
H  -0.90325  0.71826  4.56469  0.01
H  -2.24252  0.60347  5.71024  0.00
H  5.68675  -2.30816  2.65455  0.00
H  -3.76705  -1.01710  -4.36658  0.00
H  3.64846  2.81149  2.28338  0.00
H  -2.67919  3.39562  1.21712  0.00
H  1.49257  3.15740  -0.86114  0.00
H  -0.51434  1.67247  -1.01167  -0.01
H  -0.06013  -3.18852  -2.56628  0.00

Output
- LUMO energy (spin up / spin down): 0.60 / 0.03 eV
- 2S+1: 3
- HOMO energy (spin up / spin down): -7.6 / -7.7 eV
- Energy relative to the best compared isomer or geometry (same formula, charge and spin): 0.0 kcal per mole
- Net charge: 0
- Kohn-Sham gap (spin up / spin down): 8.20 / 7.73 eV

No. 3
Below is C34H59FN3NbO20P as an isolated structure at a distorted geometry, with properties calculated with ωB97M-V/def2-TZVPD.

Last column: Mulliken charge in e.
CARTESIAN COORDINATES (ANGSTROEM)
Nb  4.35506  2.29234  0.33216  -0.99
P  4.42476  4.72576  1.24764  0.83
F  7.35733  -1.02297  -2.14224  -0.38
O  -9.60954  0.58349  1.32460  -0.57
O  -1.28819  1.58888  -5.61658  -0.23
O  -9.14103  -1.48275  0.46231  -0.34
O  -2.42421  1.68808  -1.07358  -0.36
O  4.01048  6.88311  -4.03140  -0.56
O  -1.71065  -7.17315  5.00735  -0.56
O  -3.55660  -4.11310  -1.26884  -0.57
O  -2.65601  -0.10860  -4.92374  -0.59
O  -2.82971  -8.58011  6.42177  -0.31
O  5.29614  5.78812  0.15185  -0.54
O  -2.55846  -0.07807  0.37695  -0.56
O  2.80149  5.58793  -1.57142  -0.50
O  5.16799  4.84067  2.82864  -0.55
O  -3.16926  -6.35594  6.57132  -0.33
O  -4.09354  -5.16494  0.69246  -0.33
O  4.06855  4.48645  -3.28542  -0.31
O  -1.95499  -4.56737  0.29988  -0.32
O  -7.47372  -0.24083  1.33539  -0.36
O  -3.72912  -0.07740  -1.58824  -0.21
O  -3.36788  1.42065  -6.47165  -0.33
N  2.60932  2.05000  1.62904  -0.75
N  2.90020  5.32551  1.46762  -0.87
N  5.50489  1.51874  1.97171  -0.34
C  -7.92238  -2.10173  0.09728  -0.41
C  -3.24619  2.97698  -8.31712  -1.49
C  -3.22967  -4.57396  -0.19071  0.64
C  0.80390  0.63932  0.20562  -0.35
C  -2.83718  2.66857  -6.88973  0.68
C  -3.29414  -5.76329  1.70077  0.59
C  -2.04306  -4.93752  1.66249  -0.48
C  -4.37131  -6.20210  8.66277  -1.42
C  7.35722  0.18942  -1.29148  0.11
C  6.14756  2.66318  -1.00238  0.73
C  -3.13781  3.29984  -2.72759  -1.54
C  -2.87522  0.46031  -0.66778  0.69
C  3.27924  4.41114  -2.02101  0.16
C  4.10711  0.09927  -0.34707  0.25
C  4.64502  5.82378  -3.48156  0.66
C  -2.83755  1.84508  -2.42201  0.77
C  8.12154  1.17664  1.91460  -0.84
C  1.93038  0.89777  1.36533  0.91
C  6.23365  6.09375  -3.07104  -0.58
C  -4.04193  0.95543  -2.50305  -0.77
C  -8.81485  -0.30116  1.06476  0.58
C  -2.45458  0.87828  -5.60722  0.64
C  6.82407  2.19307  2.20097  0.12
C  -5.52998  -1.46209  0.57829  -1.23
C  -1.36037  2.47217  -6.71933  -0.58
C  -4.00217  -5.72784  3.04140  -1.18
C  3.59947  -0.36250  -1.65722  -0.86
C  -4.14267  -6.98928  7.38686  0.55
C  -2.49902  -7.35489  5.91680  0.65
C  2.91433  3.00286  -1.27395  0.08
C  6.55084  1.45289  -2.03545  -0.61
C  2.20291  -0.38530  2.40446  -0.99
C  -6.95394  -1.53909  1.09433  0.58
C  -3.54618  -8.34535  7.61887  -0.53
H  2.70350  2.21721  -2.14795  0.17
H  2.19256  4.61069  1.18988  0.31
H  2.90645  -0.02838  3.29557  0.19
H  -8.00471  -3.19033  0.17546  0.30
H  0.45093  -0.48615  0.23706  0.27
H  6.24236  5.48143  0.03726  0.33
H  2.57963  -0.10358  -2.16621  0.12
H  6.80762  5.06862  -3.13229  0.24
H  8.65900  1.39581  0.89880  0.07
H  -4.83673  -1.32536  1.41535  0.50
H  -6.98565  -2.09900  2.03693  0.26
H  -2.57827  3.71051  -8.77856  0.37
H  7.37748  1.92192  -2.76063  0.40
H  4.38209  -0.75493  0.44068  0.38
H  -5.39078  -0.60224  -0.08619  0.09
H  -5.24286  -2.37556  0.04892  0.25
H  -2.84585  -8.37916  8.46005  0.32
H  -5.05581  -5.36899  8.46951  0.35
H  -0.84541  3.41151  -6.49481  0.36
H  -3.26591  2.07094  -8.93272  0.35
H  -3.78898  3.40249  -3.60083  0.34
H  6.88989  2.40815  3.37454  0.42
H  6.67818  6.77467  -3.94156  0.33
H  8.46178  0.60091  -1.12150  0.20
H  -3.43952  -5.76116  9.03371  0.36
H  5.92610  3.61396  -1.68966  -0.67
H  -4.18390  0.54883  -3.50926  0.49
H  -1.16242  -5.51394  1.96276  0.30
H  -2.09783  -4.02859  2.27081  0.35
H  7.16167  2.94979  -0.44422  0.35
H  6.89011  -0.07490  -0.25204  -0.07
H  -4.72212  -6.55099  3.10493  0.37
H  -4.31432  -9.11129  7.76457  0.32
H  -4.57423  -4.80209  3.16782  0.25
H  -0.87782  1.99892  -7.58094  0.32
H  6.36815  6.66990  -2.06202  0.08
H  1.16947  -0.65733  2.91467  0.37
H  -3.29794  -5.83143  3.87233  0.16
H  -3.09349  -6.80038  1.40549  0.21
H  6.95475  3.24873  1.69717  -0.20
H  1.13297  0.89961  -0.88498  -0.11
H  1.84327  3.16699  -0.77128  0.19
H  7.77787  0.03767  2.01545  0.20
H  -0.15897  1.30584  0.42614  0.20
H  -3.60231  3.80130  -1.87141  0.42
H  2.67148  -1.31104  1.81365  0.24
H  6.04684  5.32453  2.63504  0.30
H  -4.81159  -6.82469  9.44740  0.36
H  5.69230  1.09498  -2.74415  0.13
H  8.90794  1.32531  2.79997  0.35
H  -7.68982  -1.83597  -0.93929  0.29
H  4.29445  -1.12570  -2.25813  0.22
H  -2.03127  1.48035  -3.06998  0.16
H  -2.20633  3.83710  -2.93651  0.34
H  -4.26145  3.38799  -8.33374  0.37
H  -4.96923  1.44102  -2.18133  0.27
H  -3.21464  3.44352  -6.21151  0.16
H  4.94550  1.38320  2.84161  0.16
H  -5.07455  -7.05934  6.81268  0.25

Output
- LUMO energy: 1.39 eV
- HOMO energy: -4.5 eV
- Net charge: -1
- Kohn-Sham gap: 5.90 eV